ORCA calculation (wB97M-V/def2-TZVPD) on a molecular structure, C37H29CrN2O5.

The geometry in XYZ format:
```
74
Properties=species:S:1:pos:R:3:lowdin_charge:R:1
H -1.632 0.103 -1.479 0.144
C -2.727 -0.674 2.319 -0.013
H -3.778 -1.014 2.283 0.126
C -1.659 -1.497 1.941 -0.038
C -0.339 -1.142 2.238 -0.050
N -0.105 0.036 2.913 -0.016
C 1.029 0.264 3.748 -0.107
C 0.925 1.182 4.811 0.044
C 1.980 1.400 5.682 0.079
C 3.248 0.846 5.419 -0.200
O 4.294 1.305 6.163 0.004
C 5.633 1.022 5.693 -0.006
C 3.353 -0.106 4.378 0.047
C 2.261 -0.381 3.557 0.034
C -1.084 1.011 2.800 0.014
C -2.374 0.698 2.395 -0.112
C -3.122 1.848 1.794 -0.474
N -4.461 1.712 1.541 0.187
O -2.507 2.872 1.484 0.052
H -1.835 -2.455 1.439 0.124
H 0.537 -1.747 1.954 0.103
H 0.017 1.761 4.952 0.130
H 1.876 2.046 6.545 0.147
H 6.274 1.604 6.353 0.111
H 5.852 -0.048 5.790 0.109
H 5.764 1.345 4.652 0.110
H 4.312 -0.587 4.200 0.124
H 2.393 -1.061 2.720 0.105
H -0.757 2.005 3.095 0.135
H -5.011 0.904 1.812 0.108
H -4.893 2.440 0.971 0.114
O 4.486 -0.415 1.115 0.140
C 4.142 -0.527 0.004 -0.088
Cr 3.586 -0.955 -1.742 0.248
C 2.231 -2.008 -0.928 -0.054
O 1.548 -2.731 -0.308 0.154
C 4.671 -2.482 -1.480 -0.054
O 5.305 -3.403 -1.152 0.206
C 4.801 -0.066 -3.295 -0.084
C 4.274 0.919 -2.447 -0.102
C 2.871 0.982 -2.220 -0.079
C 1.976 0.213 -3.008 -0.195
C 0.536 0.334 -3.029 0.089
C -0.680 0.161 -3.048 0.087
C -2.034 0.025 -2.467 -0.181
C -2.648 -1.398 -2.552 -0.154
C -1.775 -2.495 -2.418 -0.054
C -2.223 -3.820 -2.530 -0.076
C -3.583 -4.093 -2.699 -0.074
C -4.478 -3.019 -2.760 -0.056
C -4.013 -1.688 -2.717 -0.028
C -2.937 1.265 -2.581 -0.164
C -2.471 2.418 -3.225 -0.030
C -3.217 3.605 -3.222 -0.059
C -4.472 3.649 -2.610 -0.067
C -4.933 2.518 -1.922 -0.079
C -4.162 1.344 -1.892 -0.063
C 2.554 -0.927 -3.616 -0.081
C 3.935 -1.016 -3.861 -0.080
H 5.882 -0.127 -3.464 0.156
H 4.947 1.615 -1.931 0.153
H 2.476 1.687 -1.480 0.154
H -0.711 -2.292 -2.269 0.088
H -1.487 -4.627 -2.506 0.107
H -3.920 -5.127 -2.814 0.114
H -5.541 -3.237 -2.886 0.113
H -4.741 -0.887 -2.847 0.103
H -1.504 2.371 -3.728 0.104
H -2.818 4.483 -3.729 0.112
H -5.083 4.552 -2.682 0.114
H -5.916 2.551 -1.443 0.110
H -4.535 0.491 -1.312 0.104
H 1.878 -1.700 -3.988 0.158
H 4.320 -1.837 -4.472 0.156
```

**2S+1**: 4
**E_tot**: -80458.32975 eV
**ΔE to the lowest compared entry with this formula, charge and spin**: 59.8 kcal/mol
**Net charge**: +2
**HOMO level (alpha / beta)**: -0.41660 / -0.47778 Eh
**Orbital gap (alpha / beta)**: 5.43 / 3.98 eV
**Molecular weight**: 633.64 u
**⟨S²⟩**: 3.806
**Lowest unoccupied orbital energy (alpha / beta)**: -5.91 / -9.02 eV